{"formula": "C35H45Cl5F3InN3OS6SbSe", "method": "wB97M-V/def2-TZVPD", "relative_energy_kj_mol": 125.8, "homo_ha": -0.05426, "total_charge": -2, "lumo_ev": 3.77, "homo_lumo_gap_ev": 5.247, "species": ["In", "Cl", "C", "C", "Cl", "C", "Cl", "C", "O", "C", "Cl", "C", "Cl", "F", "C", "F", "F", "C", "C", "C", "C", "N", "C", "S", "H", "H", "H", "C", "N", "C", "C", "N", "C", "C", "Se", "H", "H", "H", "H", "H", "H", "H", "H", "C", "C", "C", "Sb", "C", "C", "C", "C", "C", "C", "H", "H", "H", "H", "H", "H", "H", "H", "H", "H", "H", "H", "H", "H", "H", "H", "H", "H", "H", "H", "H", "C", "S", "C", "C", "S", "S", "C", "S", "S", "H", "H", "H", "C", "C", "C", "C", "C", "H", "H", "H", "H", "H", "H", "H", "H", "H", "H"], "xyz": [[-0.3841, 0.3864, -0.1829], [-7.1469, -3.1726, -1.8880], [-5.7751, -2.4078, -1.1663], [-4.5021, -2.5696, -1.7060], [-4.2959, -3.5229, -3.1319], [-3.3991, -1.9883, -1.1082], [-1.8194, -2.2712, -1.7246], [-3.4895, -1.1459, 0.0479], [-2.5113, -0.5816, 0.6194], [-4.8194, -1.0126, 0.5599], [-5.0013, -0.0185, 1.9570], [-5.9138, -1.6312, -0.0142], [-7.4801, -1.4492, 0.6909], [1.8671, -0.7834, 4.8876], [0.6711, -1.4083, 4.8951], [-0.2274, -0.5381, 5.3919], [0.7879, -2.3912, 5.8405], [0.2873, -1.9844, 3.5701], [-0.0076, -3.3312, 3.4846], [-0.3601, -3.8867, 2.2609], [-0.3991, -3.0389, 1.1671], [-0.1142, -1.7512, 1.2233], [0.2166, -1.1754, 2.3983], [0.4955, 0.4978, 2.3758], [0.0342, -3.9441, 4.3749], [-0.5866, -4.9392, 2.1677], [-0.6727, -3.4161, 0.1842], [6.4056, 0.7057, 0.7845], [5.6870, 1.6868, 1.5555], [6.1299, 2.3694, 2.6720], [5.1079, 3.1408, 3.0964], [4.0454, 2.9306, 2.2454], [2.7204, 3.5036, 2.3528], [4.3942, 2.0344, 1.2856], [3.3796, 1.4621, -0.1085], [7.4610, 0.7315, 1.0515], [6.2792, 0.9219, -0.2767], [6.0011, -0.2923, 0.9660], [7.1254, 2.2566, 3.0628], [5.0597, 3.8198, 3.9289], [2.7360, 4.3109, 3.0824], [1.9992, 2.7436, 2.6526], [2.4084, 3.8898, 1.3847], [3.7775, -5.1622, -0.8758], [2.9950, -4.0128, -0.2491], [3.7762, -3.3604, 0.8882], [2.1991, -2.3388, -1.5107], [4.1348, -1.5363, -2.2527], [3.8429, -0.5288, -3.3576], [5.2315, -2.5201, -2.6444], [1.4759, -3.5433, -3.2477], [0.5880, -4.6752, -2.7391], [2.5287, -4.0574, -4.2207], [4.0077, -5.9172, -0.1115], [4.7248, -4.8302, -1.2993], [3.2068, -5.6542, -1.6643], [2.0767, -4.4332, 0.1738], [4.7108, -2.9245, 0.5222], [4.0291, -4.0935, 1.6640], [3.1942, -2.5624, 1.3577], [4.4651, -0.9749, -1.3748], [3.4413, -1.0126, -4.2537], [4.7593, 0.0018, -3.6449], [3.1164, 0.2066, -3.0039], [4.9003, -3.2361, -3.3958], [5.5916, -3.0737, -1.7761], [6.0886, -1.9725, -3.0577], [0.8385, -2.8263, -3.7737], [1.1795, -5.4594, -2.2593], [0.0282, -5.1298, -3.5641], [-0.1415, -4.3112, -2.0141], [3.2278, -4.7332, -3.7240], [3.0946, -3.2336, -4.6569], [2.0557, -4.6095, -5.0437], [-3.9645, 5.4122, 1.4518], [-3.6722, 5.6835, -0.3214], [-1.9211, 5.7489, -0.4351], [-1.0354, 4.7547, -0.1328], [-1.3184, 3.2719, 0.6195], [0.6472, 5.2045, -0.5791], [0.3505, 6.7509, -1.2852], [1.5024, 7.7039, -1.9905], [-1.3006, 7.2200, -1.1602], [-5.0461, 5.4411, 1.5793], [-3.4877, 6.1998, 2.0315], [-3.5680, 4.4383, 1.7234], [0.8966, 2.4192, -4.0177], [0.0236, 1.3555, -3.3211], [-1.3861, 1.9335, -3.1271], [-0.0681, 0.1417, -4.2550], [0.7896, 1.0535, -2.0381], [0.4859, 2.6748, -4.9997], [1.9134, 2.0415, -4.1468], [0.9511, 3.3274, -3.4140], [-1.8253, 2.2219, -4.0911], [-1.3631, 2.8110, -2.4778], [-2.0360, 1.1866, -2.6631], [-0.5277, 0.4285, -5.2077], [-0.6747, -0.6458, -3.8127], [0.9301, -0.2550, -4.4573], [0.9382, 2.0371, -1.5562]], "forces_ev_per_angstrom": [[0.298, -0.014, -0.142], [-0.074, -0.035, -0.066], [0.060, 0.004, 0.035], [-0.082, -0.009, 0.087], [-0.003, -0.088, -0.071], [-0.022, 0.271, 0.359], [0.134, 0.181, -0.361], [-0.146, -0.024, 0.018], [0.239, 0.207, -0.522], [-0.051, 0.051, 0.043], [0.017, -0.008, 0.035], [0.139, -0.011, -0.087], [-0.100, 0.040, 0.047], [-0.169, -0.052, -0.036], [0.133, -0.046, 0.309], [0.095, -0.044, -0.093], [-0.038, 0.154, -0.104], [0.007, -0.051, -0.301], [0.013, 0.032, -0.076], [0.039, 0.092, 0.119], [0.012, -0.371, -0.130], [0.178, 0.141, 0.166], [-0.044, -0.508, 0.377], [-0.245, 0.497, -0.493], [0.017, -0.004, -0.027], [-0.045, 0.021, -0.058], [0.073, 0.021, 0.184], [0.052, -0.119, -0.126], [-0.228, 0.200, 0.169], [0.067, -0.002, 0.047], [0.095, 0.017, 0.104], [0.221, -0.157, 0.013], [-0.268, 0.090, -0.041], [0.199, 0.021, -0.007], [-0.224, -0.101, -0.231], [-0.017, 0.048, 0.056], [0.015, 0.010, 0.016], [0.006, 0.011, 0.006], [-0.008, -0.024, -0.012], [-0.069, -0.003, -0.015], [0.069, -0.014, 0.018], [0.050, 0.013, 0.016], [0.036, 0.009, -0.016], [-0.101, 0.037, 0.063], [-0.071, 0.209, -0.304], [-0.120, -0.018, -0.004], [0.359, -0.382, -0.130], [-0.298, -0.232, 0.041], [-0.006, 0.049, 0.099], [-0.028, 0.061, 0.143], [0.229, 0.202, 0.214], [0.059, 0.103, 0.067], [-0.113, 0.069, 0.013], [0.019, -0.024, -0.022], [-0.019, -0.036, -0.024], [0.074, -0.032, -0.002], [-0.065, 0.053, 0.008], [0.003, 0.027, 0.020], [0.038, 0.014, 0.006], [0.067, 0.028, 0.033], [-0.032, 0.037, 0.003], [-0.005, 0.020, -0.014], [0.003, -0.026, -0.014], [-0.075, 0.017, -0.099], [0.084, -0.011, 0.001], [0.024, -0.031, -0.051], [-0.006, 0.006, -0.025], [0.015, 0.043, 0.022], [-0.044, -0.002, -0.005], [0.011, -0.036, 0.005], [-0.016, -0.108, 0.005], [0.027, -0.008, -0.063], [0.046, -0.061, -0.025], [0.007, -0.017, 0.003], [0.162, 0.085, -0.305], [0.024, -0.112, 0.106], [-0.125, 0.043, -0.127], [0.345, 0.613, -0.302], [-0.078, -0.420, 0.422], [-0.479, -0.078, -0.032], [-0.291, -0.059, 0.154], [0.238, 0.137, -0.057], [0.218, -0.275, 0.043], [0.005, 0.006, 0.060], [-0.047, 0.002, 0.066], [0.003, -0.030, 0.094], [-0.044, -0.050, 0.031], [-0.153, 0.047, 0.002], [0.090, 0.038, -0.151], [0.070, 0.157, 0.062], [-0.330, -0.335, 0.647], [0.003, -0.002, -0.024], [0.014, 0.025, -0.045], [-0.022, 0.022, -0.017], [-0.049, 0.022, 0.004], [-0.009, -0.032, 0.038], [-0.027, 0.009, 0.013], [-0.007, -0.044, -0.021], [-0.062, -0.121, 0.094], [0.004, -0.033, 0.024], [0.044, -0.016, 0.047]]}